# C31H56BBrClFIrN6O3S2Si

A molecular structure, C31H56BBrClFIrN6O3S2Si (ωB97M-V with the def2-TZVPD basis set, the Open Molecules 2025 dataset).

```
104
Properties=species:S:1:pos:R:3
Ir 1.267 -2.437 2.059
C -1.547 -2.992 -2.013
N -1.634 -3.915 -0.885
C -0.668 -4.771 -0.497
C -1.102 -5.336 0.716
N -2.308 -4.827 1.014
B -3.045 -4.913 2.437
N -2.600 -3.605 3.316
C -3.556 -2.829 4.030
C -2.835 -2.010 4.848
N -1.497 -2.252 4.626
C -0.442 -1.403 5.158
C -1.351 -3.279 3.713
S 0.211 -4.000 3.375
C -2.601 -3.841 0.074
S -3.882 -2.814 0.076
H -0.583 -2.456 -1.936
H -2.347 -2.258 -1.869
H -1.663 -3.548 -2.923
H 0.187 -4.927 -1.112
H -0.638 -6.147 1.290
H -4.220 -4.693 2.083
H -2.804 -5.956 2.912
H -4.609 -3.035 3.849
H -3.231 -1.334 5.602
H -0.918 -0.837 5.964
H -0.026 -0.712 4.441
H 0.419 -2.000 5.568
Cl -0.342 -0.654 1.873
C -3.643 1.448 -4.704
C -3.945 1.669 -3.149
C -5.245 2.519 -3.059
C -4.240 0.321 -2.593
Si -2.472 2.540 -2.303
Br -0.861 0.966 -2.086
C -1.701 3.841 -3.477
C -2.770 4.797 -3.921
C -0.573 4.598 -2.677
C -0.983 3.225 -4.663
C -2.841 3.134 -0.483
C -3.627 2.135 0.377
C -3.629 4.506 -0.524
C -1.531 3.306 0.320
H -4.459 0.902 -5.116
H -2.735 0.894 -4.820
H -3.510 2.400 -5.223
H -6.119 2.055 -3.546
H -5.158 3.416 -3.653
H -5.483 2.859 -2.041
H -5.141 -0.184 -3.001
H -4.435 0.259 -1.509
H -3.389 -0.389 -2.765
H -3.216 5.326 -3.110
H -3.484 4.277 -4.505
H -2.334 5.649 -4.602
H -0.990 5.232 -1.853
H -0.061 5.352 -3.322
H 0.256 3.945 -2.340
H -1.612 2.749 -5.408
H -0.161 2.528 -4.304
H -0.532 4.026 -5.236
H -4.678 2.030 0.033
H -3.650 2.428 1.443
H -3.100 1.141 0.449
H -4.609 4.409 -0.999
H -3.119 5.250 -1.138
H -3.753 4.875 0.496
H -1.108 2.333 0.562
H -1.746 3.829 1.232
H -0.792 3.917 -0.113
F 1.186 -3.442 0.193
C 3.957 1.106 -1.377
C 4.646 -0.066 -0.565
C 4.966 -1.261 -1.393
C 5.980 0.522 -0.094
N 3.907 -0.457 0.659
N 2.601 -1.035 0.493
H 4.506 1.332 -2.306
H 4.021 2.032 -0.807
H 2.875 0.948 -1.630
H 5.649 -1.000 -2.192
H 4.089 -1.684 -1.847
H 5.447 -2.009 -0.764
H 6.590 0.916 -0.962
H 6.574 -0.257 0.315
H 5.828 1.283 0.650
H 3.935 0.286 1.377
H 2.598 -1.719 -0.225
H 1.956 -0.252 0.254
O 5.968 -3.059 1.631
C 6.025 -2.124 2.617
C 7.184 -1.412 2.685
C 7.283 -0.451 3.647
C 6.222 -0.039 4.442
C 5.055 -0.802 4.407
C 4.961 -1.850 3.482
C 3.630 -2.367 3.205
O 3.435 -3.405 2.517
O 2.633 -1.640 3.552
H 5.011 -3.395 1.679
H 8.000 -1.649 2.011
H 8.266 0.009 3.788
H 6.402 0.779 5.119
H 4.163 -0.570 4.982
```

- 2S+1 = 6
- gap between HOMO and LUMO (alpha / beta) (eV) = 7.61 / 6.00
- ΔE to the lowest compared entry with this formula, charge and spin (eV) = 1.1066
- HOMO level (alpha / beta) (hartree) = -0.26035 / -0.30825



# C31H56BrCoN4OP3

A molecular structure, C31H56BrCoN4OP3 (ωB97M-V with the def2-TZVPD basis set, the Open Molecules 2025 dataset).

```
97
Properties=species:S:1:pos:R:3
C -0.562 7.074 -6.132
C -0.695 5.703 -6.446
C -1.046 5.405 -7.784
C -1.216 6.445 -8.723
N -1.065 7.742 -8.403
C -0.748 8.057 -7.133
C -0.527 4.665 -5.439
C -0.498 3.811 -4.566
C -0.694 2.857 -3.523
C 0.202 2.905 -2.447
C -0.077 2.082 -1.327
C -1.176 1.171 -1.470
C -2.172 1.201 -2.408
C -1.851 2.019 -3.536
Co 0.453 0.154 -1.703
P 2.382 -0.784 -1.347
H -1.209 4.380 -8.133
H -0.325 7.425 -5.124
H -1.481 6.237 -9.773
H -0.640 9.129 -6.911
H -2.504 2.071 -4.411
H 1.016 3.647 -2.459
H -3.089 0.637 -2.220
H 0.332 2.240 -0.325
C 2.393 -2.362 -0.420
C 3.201 -3.534 -0.986
H 1.339 -2.650 -0.295
H 2.771 -2.089 0.576
H 3.097 -4.371 -0.276
H 2.832 -3.885 -1.960
H 4.276 -3.318 -1.086
C 2.139 -1.163 -3.123
C 2.945 -0.311 -4.098
H 1.053 -1.032 -3.375
H 2.361 -2.235 -3.203
H 2.579 -0.534 -5.106
H 2.800 0.760 -3.921
H 4.015 -0.536 -4.043
C 3.978 0.008 -1.067
C 5.260 -0.828 -1.134
H 3.881 0.456 -0.064
H 4.031 0.833 -1.792
H 6.106 -0.147 -0.970
H 5.305 -1.593 -0.350
H 5.425 -1.322 -2.101
Br -0.962 -1.063 -0.164
P -2.305 -2.998 -3.795
C -0.495 -3.191 -3.619
C -0.130 -4.621 -4.038
H -0.250 -2.958 -2.560
H -0.021 -2.440 -4.286
H 0.931 -4.675 -4.309
H -0.325 -5.328 -3.219
H -0.727 -4.936 -4.907
C -3.009 -2.972 -2.107
C -4.440 -3.516 -2.116
H -2.905 -1.935 -1.715
H -2.342 -3.629 -1.506
H -4.773 -3.650 -1.082
H -5.136 -2.844 -2.628
H -4.460 -4.487 -2.617
C -2.573 -1.336 -4.509
C -2.879 -1.502 -6.015
H -1.649 -0.757 -4.321
H -3.421 -0.872 -3.965
H -3.257 -0.552 -6.416
H -1.967 -1.780 -6.570
H -3.642 -2.284 -6.179
C -1.010 3.177 1.664
N -0.580 1.972 2.372
C -1.632 0.971 2.497
P 1.026 1.501 2.335
O 1.674 0.936 1.118
N 1.774 2.958 2.689
C 3.140 3.154 2.189
C 1.534 3.614 3.964
N 1.004 0.378 3.556
C 2.085 -0.611 3.583
C 0.477 0.699 4.874
H -1.950 3.530 2.115
H -1.198 2.984 0.596
H -0.253 3.961 1.760
H -1.998 0.660 1.510
H -1.249 0.088 3.009
H -2.461 1.397 3.082
H 3.177 2.983 1.105
H 3.436 4.192 2.400
H 3.858 2.470 2.684
H 1.924 4.634 3.885
H 0.468 3.662 4.197
H 2.066 3.116 4.786
H 3.034 -0.175 3.959
H 1.792 -1.440 4.248
H 2.253 -1.014 2.573
H 1.224 1.206 5.503
H -0.416 1.325 4.811
H 0.205 -0.247 5.364
```

- 2S+1 = 4
- gap between HOMO and LUMO (alpha / beta) (eV) = 6.22 / 3.84
- total charge = +2
- HOMO level (alpha / beta) (hartree) = -0.46874 / -0.46872



# C31H56N11O13

A molecular structure, C31H56N11O13 (ωB97M-V with the def2-TZVPD basis set, the Open Molecules 2025 dataset).

```
111
Properties=species:S:1:pos:R:3
C 57.280 48.593 44.660
C 58.653 48.909 45.161
C 58.826 48.553 46.676
C 60.314 48.399 47.112
C 60.838 47.299 46.262
C 60.943 47.671 44.735
N 59.670 48.211 44.277
O 59.460 48.392 43.024
C 61.212 46.365 43.846
C 62.060 48.637 44.335
C 58.948 50.449 44.936
H 56.969 47.719 44.643
H 56.854 48.988 43.628
H 56.580 49.094 45.377
H 58.256 47.692 46.652
H 58.491 49.242 47.487
H 60.282 47.857 48.199
H 60.898 49.333 46.959
H 60.261 46.399 46.400
H 61.807 47.018 46.788
H 60.457 45.693 44.100
H 62.211 45.905 44.334
H 61.065 46.617 42.815
H 63.016 48.252 44.978
H 62.125 49.768 44.715
H 62.371 48.641 43.346
H 59.893 50.718 44.947
H 58.317 50.887 45.587
H 58.699 50.667 43.836
N 57.891 53.379 40.241
C 56.631 53.506 39.661
C 55.754 52.359 40.102
C 56.725 51.525 41.038
C 57.982 52.242 41.123
H 58.533 53.973 39.923
H 56.543 54.221 39.099
H 54.848 51.972 39.684
H 56.333 50.733 41.615
H 58.643 52.218 41.742
N 58.088 45.856 51.583
C 59.037 46.893 51.915
C 58.947 48.027 51.081
C 57.771 47.798 50.204
C 57.319 46.343 50.500
H 57.796 44.969 52.008
H 59.595 46.882 52.755
H 59.726 48.934 51.116
H 57.189 48.356 49.535
H 56.670 45.752 49.926
N 55.714 51.176 46.514
C 54.431 50.587 46.384
C 54.092 49.675 47.539
C 55.282 49.976 48.383
C 56.230 50.913 47.694
H 56.049 51.781 45.790
H 53.799 50.771 45.210
H 53.097 49.188 47.676
H 55.496 49.741 49.533
H 57.202 51.356 48.096
N 56.095 45.871 43.019
C 55.043 46.663 43.195
C 53.995 45.952 43.999
C 54.560 44.597 44.274
C 55.942 44.596 43.609
H 56.897 46.371 42.652
H 55.105 47.705 42.874
H 52.999 46.384 44.393
H 53.955 43.831 44.654
H 56.658 43.868 43.618
C 60.240 43.926 49.856
N 61.425 44.376 48.937
O 62.398 44.748 49.481
O 61.377 44.357 47.765
H 60.575 43.754 50.830
H 59.897 42.936 49.553
H 59.398 44.466 49.614
C 56.922 55.015 43.581
N 56.275 53.763 43.834
O 56.659 53.097 44.828
O 55.174 53.564 43.320
H 57.907 54.723 43.878
H 56.384 55.809 44.218
H 56.988 55.279 42.531
C 60.992 53.155 49.350
N 59.932 52.752 48.417
O 59.261 53.726 47.851
O 59.609 51.655 48.415
H 61.579 53.834 48.725
H 61.511 52.200 49.461
H 60.589 53.381 50.185
C 58.949 42.459 46.006
N 58.468 43.809 46.384
O 58.768 44.666 45.549
O 58.118 44.131 47.551
H 58.635 42.158 45.041
H 58.391 41.917 46.843
H 60.055 42.250 46.084
C 62.378 47.648 50.961
N 62.662 48.953 50.317
O 62.986 48.905 49.070
O 62.240 49.894 50.862
H 61.883 47.652 51.912
H 63.294 47.149 50.945
H 61.676 47.368 50.205
C 58.542 48.396 39.369
N 57.795 47.668 40.464
O 58.290 46.774 41.011
O 56.866 48.305 40.960
H 59.027 49.296 39.911
H 57.986 48.736 38.636
H 59.362 47.905 39.059
```

- gap between HOMO and LUMO (eV) = 3.78
- total charge = +1
- ΔE to the lowest compared entry with this formula, charge and spin (eV) = 0.0497
- HOMO level (hartree) = -0.34102



# C31H57AsN6PtSSb2

A molecular structure, C31H57AsN6PtSSb2 (ωB97M-V with the def2-TZVPD basis set, the Open Molecules 2025 dataset).

```
99
Properties=species:S:1:pos:R:3
Pt 0.685 -0.358 -0.333
C 1.522 0.551 -3.281
N 2.724 -0.223 -3.058
C 3.034 -1.174 -4.123
C 3.296 -0.296 -1.841
N 2.640 0.118 -0.752
C 3.360 0.568 0.381
C 4.504 1.355 0.330
C 5.160 1.702 1.498
C 4.677 1.247 2.719
C 3.518 0.491 2.773
C 2.830 0.175 1.601
N 1.675 -0.633 1.544
C 0.917 -0.810 2.653
N 0.512 -2.056 2.940
C 1.305 -3.188 2.455
C -0.790 -2.340 3.537
N 0.604 0.196 3.471
C 0.329 -0.015 4.890
C 0.745 1.585 3.064
N 4.531 -0.844 -1.766
C 5.584 -0.531 -2.725
C 4.967 -1.628 -0.616
H 1.561 1.014 -4.268
H 1.439 1.334 -2.532
H 0.638 -0.098 -3.252
H 2.101 -1.603 -4.494
H 3.657 -1.979 -3.749
H 3.538 -0.686 -4.958
H 4.877 1.702 -0.627
H 6.045 2.321 1.457
H 5.198 1.493 3.634
H 3.145 0.145 3.730
H 2.345 -3.075 2.755
H 1.267 -3.281 1.371
H 0.909 -4.095 2.906
H -0.717 -2.620 4.589
H -1.243 -3.170 2.994
H -1.435 -1.470 3.431
H 0.760 -0.958 5.219
H -0.739 -0.007 5.105
H 0.799 0.793 5.450
H 0.648 1.663 1.984
H 1.713 1.989 3.369
H -0.047 2.161 3.534
H 5.240 0.202 -3.449
H 5.926 -1.425 -3.249
H 6.435 -0.108 -2.186
H 4.106 -1.957 -0.039
H 5.637 -1.063 0.033
H 5.498 -2.504 -0.989
C -1.840 3.866 -0.170
Sb -0.669 2.142 -0.694
C 1.046 3.312 -1.283
C -1.572 1.965 -2.656
C -2.931 1.341 -2.580
C -4.066 2.131 -2.747
C -5.339 1.582 -2.722
C -5.501 0.219 -2.515
C -4.382 -0.575 -2.327
C -3.104 -0.027 -2.354
C -1.920 -0.917 -2.153
Sb -0.919 -3.660 -0.376
C -2.926 -4.187 -0.926
C -0.057 -3.765 -2.346
H -2.898 3.628 -0.092
H -1.672 4.577 -0.978
H -1.489 4.288 0.768
H 0.860 4.343 -0.983
H 1.175 3.284 -2.363
H 1.952 2.961 -0.792
H -0.873 1.416 -3.289
H -1.629 2.983 -3.041
H -3.946 3.193 -2.930
H -6.202 2.215 -2.874
H -6.490 -0.220 -2.501
H -4.500 -1.641 -2.162
H -1.032 -0.495 -2.620
H -2.103 -1.901 -2.579
H -3.085 -4.096 -1.999
H -3.616 -3.539 -0.388
H -3.110 -5.218 -0.625
H -0.634 -4.470 -2.942
H 0.966 -4.128 -2.252
H -0.048 -2.797 -2.843
C -4.540 -0.132 3.337
As -3.204 0.653 2.126
C -4.486 1.048 0.704
C -3.181 2.426 2.976
S -1.499 -1.214 -0.357
H -4.110 -0.365 4.310
H -5.356 0.576 3.480
H -4.943 -1.047 2.904
H -5.356 1.557 1.119
H -4.811 0.118 0.236
H -4.044 1.673 -0.072
H -2.996 2.315 4.045
H -4.146 2.916 2.844
H -2.403 3.060 2.554
```

- gap between HOMO and LUMO (alpha / beta) (eV) = 5.71 / 5.80
- total charge = +2
- ΔE to the lowest compared entry with this formula, charge and spin (eV) = 0.6370
- HOMO level (alpha / beta) (hartree) = -0.46155 / -0.45941



no.,F_max (eV Å⁻¹),E (Eh)
1,3.1,-6118.24620
2,2.8,-6489.22945
3,14.0,-2793.78052
4,1.3,-4777.18989